The following is a DFT calculation (ωB97M-V with the def2-TZVPD basis set) of a structure of composition C28H49NPtSi.

For the gap between HOMO and LUMO, the calculation gives 7.1 eV. The value obtained for the HOMO energy is -0.2498 Eh. The calculation puts the LUMO energy at 0.3 eV. Its spin multiplicity is 1.

Geometry as XYZ:
```
80
Properties=species:S:1:pos:R:3:lowdin_charge:R:1
Pt 0.041 -0.079 -0.289 0.93
C 1.930 -0.218 1.354 -0.27
C 2.134 0.612 0.257 -0.37
C 2.155 -0.246 -0.916 -0.37
C 2.126 -1.644 -0.432 -0.26
C 1.964 -1.617 0.928 -0.25
C 1.865 -2.787 1.851 -0.04
C 2.334 -2.857 -1.281 -0.04
C 2.819 0.152 -2.201 -0.06
C 2.523 2.055 0.245 -0.04
C 1.798 0.203 2.784 -0.03
H 1.318 -2.544 2.763 0.06
H 2.853 -3.146 2.155 0.09
H 1.352 -3.625 1.374 0.08
H 1.485 -3.543 -1.231 0.08
H 3.217 -3.408 -0.949 0.09
H 2.483 -2.601 -2.326 0.07
H 2.477 -0.448 -3.041 0.06
H 3.905 0.020 -2.133 0.09
H 2.630 1.199 -2.437 0.07
H 2.149 2.562 -0.644 0.06
H 3.610 2.169 0.260 0.09
H 2.127 2.592 1.109 0.07
H 2.695 -0.068 3.347 0.09
H 0.959 -0.287 3.284 0.07
H 1.673 1.282 2.880 0.07
N -1.242 0.338 1.328 -0.05
C -1.578 -0.665 2.323 -0.32
C -1.352 -2.004 2.067 -0.07
C -1.694 -2.949 3.025 -0.07
C -2.242 -2.556 4.236 -0.08
C -2.451 -1.207 4.493 -0.08
C -2.122 -0.262 3.536 -0.03
H -0.852 1.149 1.797 0.11
H -2.104 0.633 0.871 0.03
H -0.910 -2.292 1.120 0.10
H -1.521 -3.996 2.820 0.11
H -2.503 -3.296 4.980 0.10
H -2.876 -0.890 5.436 0.10
H -2.287 0.792 3.729 0.12
C -0.654 2.922 -1.984 -0.12
C -1.944 2.101 -2.130 -0.61
C -2.622 2.528 -3.441 -0.09
C -2.866 2.572 -0.997 -0.11
Si -1.552 0.176 -2.012 0.70
C -3.242 -0.789 -1.690 -0.61
C -4.380 -0.333 -2.615 -0.10
C -3.014 -2.291 -1.912 -0.11
C -3.786 -0.676 -0.263 -0.11
C -0.878 -0.424 -3.747 -0.61
C -0.122 -1.745 -3.569 -0.12
C -1.907 -0.627 -4.866 -0.10
C 0.144 0.596 -4.263 -0.11
H -0.907 3.988 -1.975 0.08
H 0.049 2.757 -2.799 0.06
H -0.135 2.683 -1.053 0.04
H -2.809 3.608 -3.415 0.08
H -3.584 2.039 -3.596 0.06
H -2.011 2.333 -4.318 0.05
H -2.962 3.663 -1.043 0.08
H -2.465 2.346 -0.005 0.06
H -3.871 2.159 -1.062 0.06
H -4.117 -0.347 -3.669 0.05
H -4.722 0.673 -2.372 0.06
H -5.238 -1.002 -2.484 0.09
H -2.826 -2.536 -2.955 0.06
H -3.910 -2.843 -1.607 0.08
H -2.173 -2.662 -1.321 0.07
H -3.998 0.348 0.051 0.07
H -3.119 -1.148 0.450 0.05
H -4.734 -1.223 -0.197 0.09
H -0.763 -2.577 -3.284 0.06
H 0.644 -1.647 -2.804 0.02
H 0.365 -2.016 -4.514 0.09
H -2.573 -1.469 -4.677 0.06
H -1.376 -0.847 -5.800 0.08
H -2.525 0.253 -5.046 0.06
H 0.888 0.834 -3.512 0.03
H -0.312 1.531 -4.581 0.06
H 0.660 0.179 -5.136 0.09
```